<w>
61
Properties=species:S:1:pos:R:3 method="wB97M-V/def2-TZVPD" total_charge=-1 orbital_gap_ev=3.707 molar_mass_g_mol=505.572
S 1.3428 -2.4474 2.9281
O 3.8077 3.9570 -2.1740
O -5.7056 2.4450 -1.8884
O -0.6143 3.4480 -1.1404
O 1.7007 -1.4274 3.9023
O 1.0108 -3.7931 3.3491
O 2.1035 -0.3183 -1.8297
N 2.9614 1.8051 -1.9697
N 1.5853 3.6911 -1.6092
C 2.8639 3.2045 -1.9330
C -3.3630 2.3410 -2.6967
C 0.4800 2.8799 -1.2707
C 4.6327 -4.0941 1.0985
C 0.6588 1.4354 -1.2057
C -3.4585 -3.5676 3.9874
C 3.5125 -3.9626 1.9325
C -2.2597 -3.1541 1.9147
C 3.3336 -1.6132 1.2891
C 5.1068 -2.9940 0.3735
C 1.4371 5.1390 -1.6400
C -1.2243 -2.6218 4.0727
C -5.9811 3.6638 -2.6681
C 2.8546 -2.7235 1.9748
C 1.9260 0.8841 -1.6376
C -4.4568 1.8928 -1.8947
C -2.3382 -3.1250 4.7204
C -0.4497 0.6084 -0.9746
C -1.2018 -2.5271 2.6259
C 4.2764 1.2698 -2.2830
C -2.0792 1.8861 -2.4184
C -2.9396 0.3441 -0.7707
C -4.2241 0.8079 -0.9952
C 4.4451 -1.7615 0.4562
C -0.0437 -1.9916 1.9459
C -3.3833 -3.6488 2.5934
C -1.7916 0.9360 -1.3808
H 0.0931 -2.0895 0.8716
H -4.1870 -4.1254 2.0239
H -3.5340 3.0910 -3.4868
H -6.9975 3.9641 -2.3701
H -0.3174 -0.3623 -0.5138
H 4.5537 0.5855 -1.4676
H -4.3673 -3.8626 4.5141
H 1.9550 5.5171 -2.5271
H 2.8241 -0.6519 1.4158
H 0.3780 5.4049 -1.6720
H 4.9913 2.1022 -2.3461
H -2.3152 -3.1897 5.8100
H 5.9913 -3.0978 -0.2588
H -0.3276 -2.4461 4.6850
H -5.2744 4.4877 -2.4210
H 4.2374 0.7225 -3.2398
H -2.0791 -3.3667 0.8507
H -2.7743 -0.4735 -0.0701
H 5.1353 -5.0604 1.0104
H -1.2730 2.2890 -3.0307
H -5.1036 0.3920 -0.4894
H 3.1588 -4.8031 2.5380
H -5.9706 3.4567 -3.7617
H 4.7759 -0.8982 -0.1169
H 1.9019 5.5463 -0.7316

---

<x>
61
Properties=species:S:1:pos:R:3 method="wB97M-V/def2-TZVPD" total_charge=-1 orbital_gap_ev=6.685 smiles="COc1ccc([C@H](c2c([O-])n(C)c(=O)n(C)c2=O)[C@H](c2ccccc2)S(=O)(=O)c2ccccc2)cc1" molar_mass_g_mol=505.572
S 1.7757 -2.6188 6.0213
O 2.1089 -1.2209 6.2329
O 1.5754 -3.6155 7.0932
O -5.1063 0.8996 2.2707
O 0.0187 1.6995 4.0287
O 2.1129 -2.2654 2.4804
O 3.7329 1.9651 1.4471
N 3.0357 -0.1617 2.1269
N 1.7059 1.7295 2.5077
C 1.5637 3.1679 2.5306
C 4.4275 -5.1991 4.3236
C -1.4323 -0.9486 3.2869
C 2.0366 -1.0184 2.6850
C 4.3125 -2.4696 4.8827
C -5.2546 1.7791 1.1025
C -0.9069 -3.2489 5.4662
C -2.6195 -1.1426 4.0153
C 0.1743 -2.4393 4.8189
C 0.8302 1.0374 3.3810
C 5.4791 -4.3611 3.9330
C -2.8172 0.2492 1.5749
C 2.9100 1.2386 1.9797
C -1.6384 -4.2540 4.7676
C 3.2165 -3.3057 5.1300
C -1.6139 -0.2906 1.9957
C -1.1892 -3.0519 6.8416
C -3.9818 0.1724 2.3941
C -3.8517 -0.6128 3.5900
C 3.2948 -4.6835 4.9453
C -2.2265 -3.7721 7.4242
C -3.0571 -4.6770 6.7334
C 0.9141 -0.4260 3.3435
C 4.2617 -0.7393 1.5833
C -0.1082 -1.2224 3.9993
C -2.6603 -4.9624 5.4090
C 5.4124 -2.9923 4.2163
H 4.8952 0.1234 1.3083
H -0.0820 -0.8774 5.0733
H 0.4780 -2.9665 3.8904
H 6.3372 -4.7467 3.4023
H -6.3099 2.0772 1.1623
H -3.3443 -5.5927 4.8221
H -0.7889 -0.2268 1.2831
H 2.0536 3.6240 3.4300
H -5.0406 1.2357 0.1493
H -2.5905 -1.7065 4.9398
H 2.4598 -5.3007 5.2581
H 4.4609 -6.2764 4.1249
H -3.9052 -5.1011 7.2379
H 4.2545 -1.4244 5.1875
H -1.3195 -4.6238 3.7770
H 0.4809 3.3883 2.5391
H 4.7954 -1.3453 2.3337
H -2.5080 -3.4178 8.4240
H -2.9110 0.8252 0.6197
H -4.6043 2.6924 1.1839
H 2.0610 3.5753 1.6410
H -4.7759 -0.6757 4.1628
H 4.0580 -1.3472 0.6783
H 6.1956 -2.3061 3.9161
H -0.4778 -2.4661 7.4382

---

What should be chosen as the most stable of them? Choose <w>.

---

<w>
77
Properties=species:S:1:pos:R:3 method="wB97M-V/def2-TZVPD" total_charge=-1 orbital_gap_ev=5.005 molar_mass_g_mol=1049.126
Br -0.1839 4.4560 5.3281
Br 3.7452 0.4383 4.2201
Br 2.6031 2.8737 6.1857
Br -1.7856 3.5269 2.5667
Br -2.3162 -0.0760 -1.9031
Br -4.3038 0.7514 0.4975
K 0.5514 -0.5420 0.0973
P 1.8264 0.9722 -2.8998
O 1.5999 -0.2838 -2.1354
O 2.0410 0.0464 1.8600
O -0.3786 1.3808 1.1490
C 3.5006 1.5661 -2.5705
C 1.6401 0.7092 -4.6718
C 1.5477 0.9636 2.5975
C 0.2810 -3.7091 -1.1397
C 4.3844 0.6399 -2.0198
C 1.1889 -3.5518 -0.0996
C 1.0346 -0.4595 -5.1082
C 0.8650 -0.6855 -6.4652
C -0.6867 -3.2457 1.4029
C -1.1433 3.7834 -2.8092
C 1.9168 1.4203 -6.9538
C -0.2665 2.8223 -3.2811
C -1.0827 -3.6301 -0.9095
C 5.2338 3.2328 -2.5182
C 2.0832 1.6467 -5.6000
C 3.3063 -4.8002 0.3466
C -1.5931 -3.3886 0.3552
C 2.1489 1.3725 3.7783
C -1.0429 4.2394 -1.4992
C -2.7839 1.2880 -0.5668
C 3.1325 -3.4036 -1.7302
C 1.6589 2.3974 4.6125
C 6.1131 2.3060 -1.9796
C -3.0685 -3.2636 0.5945
C 2.6899 -3.5508 -0.2809
C -0.0639 3.7373 -0.6585
C 5.6857 1.0119 -1.7242
C 3.9334 2.8638 -2.8050
C 0.5098 3.0521 4.2663
C 0.2733 1.6751 2.2221
C 0.7340 2.3257 -2.4501
C 1.3034 0.2502 -7.3857
C 0.6753 -3.3297 1.1820
C 0.8281 2.7896 -1.1396
C -0.1586 2.6774 3.0805
H -3.0870 2.1577 -1.1329
H -0.3876 2.4486 -4.2912
H 6.3560 0.2928 -1.2738
H 5.5578 4.2498 -2.6927
H 0.7051 -1.1856 -4.3764
H 4.3933 -4.7694 0.2648
H 1.1693 0.0660 -8.4436
H 2.5653 2.5573 -5.2658
H 4.2145 -3.2727 -1.7813
H -1.9211 1.4010 0.0906
H 3.2409 3.6099 -3.1802
H 2.2669 2.1527 -7.6682
H -0.0055 4.0331 0.3795
H 3.0516 -4.8883 1.4020
H 1.5641 2.3797 -0.4567
H -3.2725 -2.4918 1.3364
H 0.3901 -1.5983 -6.7996
H 4.0385 -0.3584 -1.7934
H 2.6633 -2.5487 -2.2153
H 0.6389 -3.8480 -2.1502
H -3.5909 -2.9831 -0.3197
H -1.0405 -3.0127 2.4006
H 2.9552 -5.7033 -0.1574
H 2.8937 -4.3028 -2.3035
H -3.5007 -4.1997 0.9558
H 1.3610 -3.1189 1.9947
H 7.1263 2.5980 -1.7381
H -1.7694 -3.7219 -1.7431
H 3.0589 -2.6859 0.2843
H -1.7448 4.9704 -1.1194
H -1.9217 4.1674 -3.4562

---

<x>
77
Properties=species:S:1:pos:R:3 method="wB97M-V/def2-TZVPD" total_charge=-1 orbital_gap_ev=5.251 molar_mass_g_mol=1049.126
Br 4.0390 0.2891 -2.3183
Br -0.2577 -4.5064 -3.5086
Br 0.9937 1.5457 2.0162
Br 2.7391 -4.6154 -4.9923
Br 4.8839 -2.1415 -4.4580
Br 2.0324 -1.4522 1.9628
K -0.5117 -0.6007 -0.2183
P -2.3339 -1.8469 2.3802
O -0.5261 -2.0992 -1.7594
O -1.5362 -0.7937 1.7034
O 1.2607 -0.0667 -1.3013
C 2.2818 -3.1726 -3.8399
C -3.0838 1.1437 -0.2668
C -4.8465 -1.6861 1.2476
C -1.1883 -3.8101 0.7766
C -3.1474 -5.7021 1.3382
C -0.9782 1.1455 -3.4240
C -1.5910 2.9937 -0.1581
C -0.7365 -1.2956 4.5392
C -1.0891 2.6522 -1.4081
C -3.2329 -4.4377 1.8935
C -2.0877 -6.0180 0.4962
C 2.3056 0.3368 1.3114
C -0.8171 -2.3988 6.6711
C -1.9054 -3.1506 6.2451
C -1.8126 -2.0604 4.1030
C 1.0286 -3.1336 -3.2141
C -3.1589 2.5339 1.8156
C -6.1582 -1.2478 1.1604
C -6.7299 -0.5556 2.2203
C -1.5644 1.5467 -2.1013
C 3.1869 -2.1585 -3.6006
C -1.1151 -5.0732 0.2104
C -2.5783 0.7978 -1.5078
C -2.2482 -3.4858 1.6200
C -2.3850 3.5990 2.5879
C -4.6385 2.9281 1.7254
C -4.1013 -1.4335 2.3982
C -5.9906 -0.3044 3.3673
C -2.4009 -2.9866 4.9622
C 1.5810 -1.0421 -2.0906
C -4.6775 -0.7423 3.4582
C -2.5964 2.2419 0.4374
C -0.2363 -1.4691 5.8218
C 2.8203 -1.1193 -2.7309
C 0.6193 -2.1139 -2.3379
H -0.3139 -5.3089 -0.4772
H -6.4399 0.2380 4.1900
H -4.0938 -0.5470 4.3507
H -6.7329 -1.4392 0.2630
H -4.0780 -4.1788 2.5211
H -2.0299 -7.0003 0.0444
H -3.2459 -3.5779 4.6311
H -0.6060 2.0111 -3.9728
H -3.9148 -6.4377 1.5455
H -3.8691 0.5445 0.1764
H -0.2979 -0.5720 3.8625
H 0.6116 -0.8837 6.1535
H -5.0572 3.0828 2.7237
H -0.4407 -3.0683 0.5391
H -2.9633 -0.0756 -2.0246
H -5.2263 2.1555 1.2290
H -7.7519 -0.2059 2.1478
H -2.4724 4.5733 2.1017
H -3.0938 1.5970 2.3808
H -0.4194 -2.5457 7.6677
H 3.2866 0.6690 1.6253
H -1.7071 0.6164 -4.0381
H -0.1348 0.4737 -3.2527
H -4.7435 3.8575 1.1604
H -1.3283 3.3385 2.6651
H -2.7881 3.6915 3.5982
H -2.3621 -3.8695 6.9138
H -4.3872 -2.2216 0.4240
H 2.1816 0.3155 0.2203
H -0.2931 3.2468 -1.8417
H -1.1729 3.8509 0.3542

---

What should be chosen as the most stable of them? Choose <w>.